Computed, not measured: 2 unconnected molecules or ions with the total composition ClFN2O3, with wB97M-V/def2-TZVPD.

For the molar mass, the calculation gives 130.462 g mol⁻¹. The orbital gap (alpha / beta) comes out at 9.012 / 8.398 eV. For the relative energy (zero: lowest compared OMol25 entry of this formula, charge and spin), the calculation gives 166.8 kJ/mol. As for the total energy: -24354.05261 eV. Its spin multiplicity is 1.

```
7
ClFN2O3 (wB97M-V/def2-TZVPD)
Cl 1.777 -0.057 3.182
F 0.290 -0.520 -0.529
O -1.561 -0.738 -1.764
O 0.432 0.802 1.926
O 0.038 0.513 -2.489
N -0.557 -0.199 -1.823
N -0.418 0.198 1.498
```

---

Computed, not measured: 2 unconnected molecules or ions with the total composition ClFN2O3, with wB97M-V/def2-TZVPD.

For the molar mass, the calculation gives 130.462 g mol⁻¹. The orbital gap (alpha / beta) comes out at 7.338 / 8.561 eV. For the relative energy (zero: lowest compared OMol25 entry of this formula, charge and spin), the calculation gives 269.5 kJ/mol. As for the total energy: -24352.98746 eV. Its spin multiplicity is 1.

```
7
ClFN2O3 (wB97M-V/def2-TZVPD)
Cl -2.049 -0.764 0.484
F -0.263 1.771 0.356
O 1.724 0.006 0.952
O 1.039 -1.615 -0.356
O -1.402 0.354 -0.856
N 1.189 -0.597 0.119
N -0.237 0.846 -0.701
```

---

Computed, not measured: a molecular structure, ClFe, with wB97M-V/def2-TZVPD.

The net charge is +2. For the molar mass, the calculation gives 91.298 g mol⁻¹. The orbital gap (alpha / beta) comes out at 11.643 / 7.229 eV. For the relative energy (zero: lowest compared OMol25 entry of this formula, charge and spin), the calculation gives 43.7 kJ/mol. As for the total energy: -46882.71512 eV. Its spin multiplicity is 6.

```
2
ClFe (wB97M-V/def2-TZVPD)
Fe 0.617 -0.963 -0.131
Cl -0.617 0.963 0.131
```

---

Computed, not measured: a molecular structure, ClH12O6, with wB97M-V/def2-TZVPD.

The net charge is -1. For the molar mass, the calculation gives 143.543 g mol⁻¹. The orbital gap comes out at 10.036 eV. For the relative energy (zero: lowest compared OMol25 entry of this formula, charge and spin), the calculation gives 345.2 kJ/mol. As for the total energy: -25002.75880 eV. Its spin multiplicity is 1.

```
19
ClH12O6 (wB97M-V/def2-TZVPD)
Cl -0.153 -0.136 -0.143
O -0.962 2.013 1.729
O 0.871 -1.253 -2.263
O 1.951 -1.487 0.655
O -1.586 0.677 -2.329
O -0.693 -2.059 1.531
O 1.143 2.104 0.384
H -0.496 1.255 1.374
H 0.605 -0.764 -1.485
H -1.296 2.471 0.958
H 0.641 1.407 -0.039
H -2.539 0.677 -2.237
H -0.733 -1.641 2.391
H 1.860 -1.358 1.599
H -1.264 0.345 -1.492
H 1.153 -1.111 0.283
H -0.380 -1.370 0.944
H 0.055 -1.414 -2.737
H 1.823 1.644 0.876
```